Record 1
The following is a quantum chemistry calculation of a single C6H10O molecule, from the OMol25 dataset.

Atoms and positions in Å:
O 2.38 -0.96 0.41
C 1.26 -0.39 -0.26
C -0.02 -1.29 -0.12
C -1.30 -0.52 0.25
C -1.36 0.86 -0.42
C -0.15 1.63 0.01
C 1.04 1.05 0.14
H 2.17 -1.04 1.35
H 1.56 -0.37 -1.32
H 0.17 -2.07 0.62
H -0.19 -1.83 -1.06
H -1.35 -0.37 1.34
H -2.18 -1.12 -0.01
H -1.38 0.75 -1.52
H -2.28 1.38 -0.13
H -0.25 2.68 0.27
H 1.91 1.61 0.46

**Calculated total energy**: -8431.0069 eV
**Molecular weight**: 98.14 g mol⁻¹
**E_HOMO**: -9.43 eV
**SMILES**: O[C@@H]1C=CCCC1
**Orbital gap**: 10.47 eV
**Lowest unoccupied orbital energy**: 1.03 eV

***

Record 2
The following is a quantum chemistry calculation of C36H52AsBN9OS7Sn as an isolated structure, from the OMol25 dataset.

Atoms and positions in Å:
Sn -0.27 0.16 0.04
C 1.84 2.95 4.64
C 1.99 1.53 4.19
C 2.02 0.51 5.08
C 2.15 -0.82 4.62
N 2.17 -1.10 3.35
N 2.10 -0.11 2.45
B 1.94 -0.51 0.95
N 2.25 -2.06 0.68
N 3.42 -2.47 1.21
C 3.88 -3.66 0.98
C 3.16 -4.58 0.18
C 2.00 -4.19 -0.40
C 1.23 -5.11 -1.29
C 1.52 -2.85 -0.15
S 0.13 -2.33 -0.96
C 5.25 -4.03 1.54
C 6.17 -4.42 0.38
C 5.10 -5.23 2.49
C 5.86 -2.84 2.28
N 3.15 0.20 0.16
N 4.25 0.36 0.90
C 5.23 1.11 0.49
C 5.20 1.69 -0.79
C 4.11 1.50 -1.59
C 4.02 2.10 -2.95
C 3.01 0.76 -1.06
S 1.55 0.64 -1.92
C 6.37 1.39 1.47
C 7.64 0.67 1.00
C 6.61 2.90 1.52
C 5.99 0.92 2.88
C 2.07 1.22 2.80
S 2.10 2.47 1.66
C 2.21 -1.97 5.63
C 2.62 -3.28 4.96
C 0.82 -2.12 6.27
C 3.24 -1.65 6.72
H 1.81 3.01 5.73
H 2.65 3.56 4.25
H 0.92 3.37 4.23
H 1.94 0.72 6.14
H 3.54 -5.58 0.01
H 1.72 -6.08 -1.37
H 0.21 -5.23 -0.92
H 1.13 -4.66 -2.28
H 5.83 -5.32 -0.13
H 6.21 -3.61 -0.36
H 7.18 -4.60 0.75
H 4.70 -6.11 1.96
H 6.08 -5.51 2.90
H 4.43 -5.00 3.31
H 5.20 -2.51 3.09
H 6.83 -3.12 2.70
H 5.98 -2.00 1.60
H 6.02 2.29 -1.15
H 4.94 2.62 -3.21
H 3.81 1.32 -3.70
H 3.18 2.80 -2.99
H 7.91 0.98 -0.01
H 8.47 0.90 1.67
H 7.49 -0.41 0.99
H 7.02 3.28 0.58
H 5.67 3.43 1.73
H 7.32 3.14 2.31
H 5.70 -0.13 2.89
H 6.84 1.06 3.55
H 5.14 1.50 3.26
H 2.13 -3.41 4.00
H 3.70 -3.30 4.80
H 2.36 -4.12 5.61
H 0.08 -2.39 5.51
H 0.84 -2.90 7.03
H 0.50 -1.19 6.74
H 4.21 -1.42 6.26
H 2.95 -0.79 7.33
H 3.36 -2.51 7.38
S -0.81 5.10 2.81
As -1.02 3.31 1.79
S -1.20 1.47 2.78
S -0.49 3.29 -0.37
S -2.55 3.38 0.14
O -4.10 -1.17 0.15
C -3.49 -2.41 -0.09
C -2.50 -2.83 0.97
C -2.19 -4.17 1.19
C -1.21 -4.48 2.11
C -0.60 -3.45 2.82
C -0.99 -2.15 2.55
N -1.90 -1.84 1.63
H -3.40 -0.52 0.29
H -2.95 -2.41 -1.05
H -4.28 -3.16 -0.16
H -2.70 -4.94 0.63
H -0.91 -5.51 2.28
H 0.16 -3.65 3.56
H -0.56 -1.31 3.09
C -2.42 0.17 -5.88
N -1.45 0.62 -4.89
C -0.05 0.63 -5.30
C -1.76 0.44 -3.60
N -2.10 0.34 -2.49
H -2.34 0.80 -6.76
H -3.42 0.25 -5.47
H -2.24 -0.87 -6.17
H 0.06 1.32 -6.14
H 0.28 -0.37 -5.61
H 0.57 0.96 -4.48

**Calculated total energy**: -196832.3172 eV
**Molecular weight**: 1055.79 g mol⁻¹
**Charge**: -1
**E_HOMO**: -3.69 eV
**Orbital gap**: 5.72 eV
**Lowest unoccupied orbital energy**: 2.03 eV

***

Record 3
The following is a quantum chemistry calculation of a 2-piece molecular cluster, C3H12N2S overall, from the OMol25 dataset.

Atoms and positions in Å:
C 1.48 -0.93 -1.80
C 1.71 0.48 -1.12
S 1.68 2.02 -2.12
H 0.45 -0.96 -2.28
H 2.15 -1.08 -2.67
H 1.60 -1.68 -1.05
H 2.71 0.55 -0.65
H 0.87 0.63 -0.47
H 0.44 2.07 -2.47
N -1.20 -0.32 2.83
C -1.12 0.37 1.42
N -1.57 -0.49 0.31
H -1.84 0.14 3.37
H -1.35 -1.30 3.06
H -0.10 0.68 1.15
H -1.76 1.27 1.56
H -2.43 -0.10 0.12
H -1.71 -1.35 0.82

**Calculated total energy**: -17118.3161 eV
**Multiplicity**: 2
**Molecular weight**: 108.21 g mol⁻¹
**Charge**: -1
**E_HOMO (spin up / spin down)**: 1.26 / -5.56 eV
**Orbital gap (spin up / spin down)**: 2.16 / 9.30 eV
**⟨S²⟩**: 0.75
**Lowest unoccupied orbital energy (spin up / spin down)**: 3.41 / 3.73 eV

***

Record 4
The following is a quantum chemistry calculation of C5H10O as an isolated structure, from the OMol25 dataset.

Atoms and positions in Å:
C 0.92 0.33 -1.91
C 0.96 0.74 -0.03
C 0.37 -0.38 0.76
C -0.51 -0.04 1.95
C -1.14 -0.61 0.73
O -1.95 0.26 0.00
H 0.09 0.93 -2.22
H 0.76 -0.75 -1.97
H 1.79 0.58 -2.57
H 1.81 0.68 -0.70
H 0.35 1.63 0.03
H 0.97 -1.28 0.88
H -0.44 -0.64 2.85
H -0.71 1.02 2.13
H -1.49 -1.64 0.77
H -1.84 0.04 -0.93

**Calculated total energy**: -7390.5361 eV
**Molecular weight**: 86.13 g mol⁻¹
**E_HOMO**: -8.19 eV
**Orbital gap**: 9.09 eV
**Lowest unoccupied orbital energy**: 0.89 eV

***

Record 5
The following is a quantum chemistry calculation of C12H38BBrN7O9P2S2 as an isolated structure, from the OMol25 dataset.

Atoms and positions in Å:
O 1.40 -1.22 -4.49
S 0.78 0.00 -4.90
O 1.59 0.75 -5.79
Br 0.59 1.31 -3.08
N -0.69 -0.16 -5.52
S -1.44 -1.51 -5.01
O -1.31 -1.80 -3.62
O -1.12 -2.63 -5.82
O -2.97 -1.16 -5.37
B -3.46 0.01 -4.76
O -3.26 0.31 -3.43
O -4.20 0.84 -5.55
H -3.53 -0.48 -2.94
H -3.87 1.75 -5.49
O -1.26 1.97 0.02
P -1.49 2.94 1.14
N -1.79 1.81 2.40
C -2.92 1.78 3.30
C -0.71 0.88 2.73
N -2.95 3.62 0.55
C -4.17 3.80 1.32
C -3.29 3.35 -0.84
N -1.35 4.29 2.25
C -1.00 5.54 1.52
C -0.35 4.15 3.32
H -3.10 2.74 3.80
H -2.76 1.06 4.11
H -3.83 1.47 2.79
H 0.07 1.36 3.34
H -0.22 0.51 1.83
H -1.07 0.01 3.27
H -4.76 2.88 1.38
H -4.80 4.56 0.86
H -3.97 4.16 2.33
H -3.71 2.35 -0.98
H -2.42 3.46 -1.48
H -4.03 4.09 -1.20
H -0.02 5.47 1.04
H -0.99 6.38 2.21
H -1.73 5.77 0.76
H 0.64 3.89 2.94
H -0.65 3.41 4.06
H -0.26 5.09 3.87
O 2.30 -1.08 1.55
P 2.63 -2.17 0.55
N 1.37 -3.25 1.01
C 1.50 -4.64 1.38
C 0.00 -2.78 0.83
N 4.14 -2.62 1.24
C 4.53 -3.98 1.57
C 4.76 -1.69 2.17
N 3.01 -3.11 -0.87
C 4.08 -2.46 -1.68
C 1.90 -3.36 -1.82
H 2.07 -5.22 0.65
H 0.52 -5.12 1.45
H 1.97 -4.75 2.36
H -0.33 -2.85 -0.21
H -0.10 -1.74 1.14
H -0.71 -3.35 1.44
H 4.13 -4.29 2.55
H 5.63 -4.05 1.63
H 4.24 -4.69 0.81
H 4.30 -1.74 3.17
H 4.69 -0.67 1.81
H 5.83 -1.91 2.27
H 3.75 -1.49 -2.07
H 4.35 -3.10 -2.51
H 4.98 -2.30 -1.09
H 1.39 -2.44 -2.12
H 1.16 -4.05 -1.40
H 2.28 -3.85 -2.71

**Calculated total energy**: -152888.5721 eV
**Molecular weight**: 641.27 g mol⁻¹
**Charge**: -1
**E_HOMO**: -5.84 eV
**Orbital gap**: 7.94 eV
**Lowest unoccupied orbital energy**: 2.10 eV

***

Record 6
The following is a quantum chemistry calculation of C14H30CdN6S as an isolated structure, from the OMol25 dataset.

Atoms and positions in Å:
Cd 0.98 -0.74 1.75
N -1.01 -1.79 2.23
C -1.28 -2.60 1.00
C -0.97 -1.86 -0.32
N 0.49 -1.49 -0.38
C 1.44 -2.49 -0.89
C 2.01 -3.45 0.28
N 2.36 -2.69 1.50
H -0.66 -2.45 2.99
H -1.90 -1.33 2.55
H -2.34 -2.89 0.90
H -0.66 -3.49 0.94
H -1.42 -0.85 -0.36
H -1.27 -2.38 -1.19
H 0.64 -0.70 -1.11
H 2.31 -1.96 -1.37
H 1.06 -3.09 -1.69
H 2.87 -4.02 -0.14
H 1.20 -4.11 0.59
H 3.26 -2.19 1.47
H 2.40 -3.24 2.32
C -0.58 0.81 -4.65
C -1.26 1.57 -3.47
C -2.69 1.73 -3.55
C -3.43 2.33 -2.51
C -4.93 2.46 -2.61
C -2.76 2.73 -1.33
C -1.37 2.72 -1.27
C -0.59 3.37 -0.15
C -0.62 2.13 -2.35
H 0.41 1.25 -4.86
H -1.26 0.94 -5.52
H -0.40 -0.23 -4.26
H -3.11 1.53 -4.54
H -5.41 2.11 -1.71
H -5.38 1.97 -3.45
H -5.19 3.53 -2.63
H -3.41 2.90 -0.45
H -0.19 4.43 -0.31
H 0.29 2.79 0.12
H -1.23 3.37 0.74
H 0.43 2.07 -2.23
N 2.01 -0.88 4.26
N 3.23 -0.27 4.30
C 3.44 0.78 3.52
N 4.63 1.44 3.65
S 2.24 1.46 2.51
H 1.36 -0.20 4.67
H 2.02 -1.68 4.90
H 3.98 -0.61 4.90
H 5.38 1.02 4.22
H 4.88 2.20 3.01

**Calculated total energy**: -39330.8155 eV
**Molecular weight**: 426.91 g mol⁻¹
**Charge**: +2
**E_HOMO**: -12.72 eV
**Orbital gap**: 6.65 eV
**Lowest unoccupied orbital energy**: -6.07 eV